Entry 1:
Computed, not measured: 2 unconnected molecules or ions with the total composition C2H7S3 in a non-equilibrium geometry, with wB97M-V/def2-TZVPD.

XYZ file:
```
12
C2H7S3 | the OMol25 dataset | wB97M-V/def2-TZVPD
C -0.062 2.086 1.679
S -1.520 1.262 2.468
H 0.775 2.441 2.459
H 0.361 1.326 0.950
H -0.249 3.175 1.574
C 0.799 -2.147 -2.028
S 0.127 -0.537 -1.686
S -1.298 -1.077 -0.245
H 0.217 -2.502 -2.874
H 0.888 -2.818 -1.105
H 1.946 -2.104 -2.337
H -1.984 0.894 1.144
```

Summary:
**Multiplicity**: 1
**Net charge**: -1
**ΔE to the lowest compared entry with this formula, charge and spin**: 37.04 kcal/mol

Entry 2:
Computed, not measured: 10 unconnected molecules or ions with the total composition C50H130N10O15 in a non-equilibrium geometry, with wB97M-V/def2-TZVPD.

XYZ file:
```
205
C50H130N10O15 | the OMol25 dataset | wB97M-V/def2-TZVPD
C 0.261 2.467 10.267
O -0.127 1.256 10.838
C 0.822 0.184 10.611
C 0.120 -1.150 10.761
C 1.088 -2.301 10.916
N -0.767 -1.368 9.672
H 1.083 2.914 10.826
H -0.609 3.110 10.402
H 0.426 2.329 9.198
H 1.328 0.299 9.653
H 1.579 0.277 11.389
H -0.491 -1.135 11.664
H 1.818 -2.321 11.725
H 1.815 -2.332 10.104
H 0.486 -3.200 11.046
H -1.262 -0.521 9.432
H -0.307 -1.642 8.815
C 10.634 3.504 1.350
O 9.670 2.466 1.341
C 9.107 2.248 2.621
C 7.926 3.171 2.951
C 7.465 3.139 4.445
N 6.808 2.813 2.097
H 11.154 3.505 0.392
H 11.408 3.448 2.116
H 10.250 4.517 1.475
H 8.833 1.193 2.629
H 9.838 2.265 3.429
H 8.243 4.177 2.677
H 6.524 3.667 4.603
H 8.250 3.542 5.084
H 7.124 2.160 4.782
H 6.695 1.817 2.220
H 7.229 2.900 1.183
C -2.563 -13.478 5.942
O -2.941 -12.544 6.979
C -2.916 -11.165 6.592
C -2.871 -10.178 7.786
C -4.228 -10.055 8.436
N -2.377 -8.851 7.437
H -2.441 -14.478 6.359
H -1.630 -13.229 5.435
H -3.294 -13.573 5.138
H -2.052 -11.028 5.943
H -3.810 -11.106 5.971
H -2.192 -10.578 8.538
H -4.268 -9.346 9.263
H -4.565 -11.049 8.730
H -5.025 -9.742 7.762
H -2.516 -8.114 8.114
H -2.871 -8.470 6.643
C 10.502 -2.953 -5.477
O 9.350 -3.218 -6.263
C 9.440 -4.197 -7.309
C 10.466 -3.781 -8.412
C 10.185 -2.388 -9.038
N 10.407 -4.726 -9.432
H 10.923 -3.842 -5.008
H 10.303 -2.223 -4.692
H 11.389 -2.547 -5.962
H 9.808 -5.185 -7.034
H 8.421 -4.297 -7.681
H 11.476 -3.717 -8.005
H 9.273 -2.363 -9.634
H 10.964 -1.988 -9.687
H 10.044 -1.660 -8.239
H 10.993 -4.569 -10.239
H 9.465 -4.824 -9.782
C 2.788 -8.780 -3.107
O 2.534 -9.737 -2.053
C 3.527 -10.724 -1.959
C 3.300 -11.443 -0.592
C 3.481 -10.406 0.562
N 4.258 -12.497 -0.446
H 2.806 -9.425 -3.985
H 3.775 -8.318 -3.115
H 1.978 -8.066 -3.256
H 3.191 -11.446 -2.703
H 4.522 -10.305 -2.106
H 2.278 -11.814 -0.513
H 3.485 -10.960 1.501
H 2.683 -9.668 0.485
H 4.433 -9.881 0.490
H 5.179 -12.158 -0.686
H 4.403 -12.817 0.501
C -6.144 12.723 3.307
O -7.364 13.122 2.710
C -7.673 12.556 1.469
C -7.803 11.011 1.450
N -8.854 10.722 2.389
C -9.011 9.207 2.343
C -9.846 8.752 3.587
O -8.993 8.691 4.695
C -9.723 8.576 5.914
H -6.279 11.747 3.774
H -5.734 13.478 3.978
H -5.404 12.512 2.536
H -6.938 12.990 0.791
H -8.533 13.137 1.136
H -6.872 10.523 1.737
H -7.979 10.708 0.418
H -8.552 11.005 3.311
H -8.053 8.696 2.254
H -9.569 8.988 1.432
H -10.172 7.738 3.356
H -10.707 9.404 3.740
H -10.268 9.502 6.096
H -8.926 8.346 6.621
H -10.478 7.791 5.933
C -4.061 4.870 -1.374
O -3.349 5.995 -1.667
C -2.330 5.912 -2.614
C -1.406 7.114 -2.626
N -1.132 7.739 -1.323
C -0.106 6.996 -0.561
C 0.003 7.540 0.849
O -1.250 7.420 1.485
C -1.266 7.888 2.843
H -4.481 4.414 -2.271
H -4.816 5.233 -0.677
H -3.358 4.118 -1.018
H -2.734 5.758 -3.615
H -1.678 5.075 -2.362
H -1.942 7.816 -3.265
H -0.508 6.971 -3.227
H -1.894 7.845 -0.668
H 0.857 7.089 -1.063
H -0.402 5.947 -0.534
H 0.282 8.593 0.803
H 0.877 7.095 1.325
H -2.307 8.022 3.137
H -0.845 8.892 2.889
H -0.802 7.228 3.575
C 2.299 -1.292 0.075
O 2.152 -1.299 1.461
C 1.485 -2.479 1.860
C 0.954 -2.391 3.325
N -0.221 -1.515 3.555
C 0.133 -0.089 3.286
C -1.090 0.774 3.786
O -2.164 0.717 2.944
C -3.190 1.527 3.412
H 1.373 -1.487 -0.465
H 3.029 -2.051 -0.208
H 2.660 -0.275 -0.078
H 2.171 -3.315 1.726
H 0.633 -2.674 1.209
H 1.745 -2.190 4.046
H 0.642 -3.387 3.638
H -0.941 -1.737 2.882
H 0.215 0.194 2.237
H 1.019 0.145 3.877
H -0.671 1.780 3.766
H -1.314 0.587 4.836
H -2.979 2.524 3.025
H -3.301 1.567 4.495
H -4.085 1.155 2.913
C 0.530 -0.832 -15.929
O 1.047 0.313 -15.246
C 0.218 1.409 -15.497
C 0.637 2.672 -14.915
N 0.949 2.482 -13.488
C 1.699 3.541 -12.844
C 1.909 3.256 -11.343
O 2.300 1.906 -11.087
C 2.948 1.655 -9.814
H -0.559 -0.862 -15.966
H 0.780 -1.746 -15.391
H 0.948 -0.853 -16.935
H -0.712 1.175 -14.977
H -0.135 1.516 -16.523
H -0.210 3.355 -14.962
H 1.452 3.103 -15.497
H 1.374 1.572 -13.379
H 1.166 4.470 -13.045
H 2.698 3.587 -13.278
H 0.930 3.331 -10.871
H 2.521 3.988 -10.814
H 3.792 2.321 -9.633
H 3.376 0.655 -9.744
H 2.161 1.722 -9.063
C -7.992 -1.691 3.232
O -7.295 -2.376 2.198
C -6.164 -3.087 2.650
C -5.627 -3.956 1.477
N -4.785 -3.088 0.649
C -4.557 -3.760 -0.641
C -3.896 -2.624 -1.557
O -3.617 -3.052 -2.895
C -3.398 -1.982 -3.863
H -8.355 -2.373 4.001
H -8.896 -1.276 2.787
H -7.499 -0.886 3.777
H -6.389 -3.728 3.503
H -5.418 -2.354 2.959
H -6.512 -4.279 0.929
H -5.054 -4.867 1.654
H -5.273 -2.204 0.674
H -5.457 -4.015 -1.201
H -3.928 -4.649 -0.589
H -2.980 -2.335 -1.041
H -4.604 -1.796 -1.568
H -3.481 -2.400 -4.866
H -2.410 -1.529 -3.797
H -4.154 -1.203 -3.764
```

Summary:
**SMILES**: COC[C@H](C)N.COC[C@H](C)N.COC[C@H](C)N.COC[C@H](C)N.COC[C@H](C)N.COCCNCCOC.COCCNCCOC.COCCNCCOC.COCCNCCOC.COCCNCCOC
**Multiplicity**: 1
**ΔE to the lowest compared entry with this formula, charge and spin**: 125.21 kcal/mol